[1]
This record from OMol25 describes a 2-piece molecular cluster, C20H25N4O5S overall at a distorted geometry. The level of theory is ωB97M-V with the def2-TZVPD basis set.

Geometry as XYZ:
```
55
C20H25N4O5S (ωB97M-V with the def2-TZVPD basis set)
C 3.838 -1.860 -3.020
C 2.427 -1.390 -3.250
O 2.239 -0.125 -2.613
C 0.989 0.367 -2.889
N 0.768 1.540 -2.159
C 0.726 2.608 -3.019
C 1.159 3.943 -2.419
O 0.414 2.540 -4.201
O 0.216 -0.255 -3.597
H 3.918 -2.892 -3.363
H 4.552 -1.264 -3.591
H 4.124 -1.828 -1.967
H 2.231 -1.283 -4.325
H 1.704 -2.098 -2.823
H 2.153 3.832 -1.967
H 1.223 4.659 -3.246
H 0.449 4.319 -1.669
C 3.247 -3.918 2.355
N 2.701 -2.619 2.719
C 2.620 -2.422 4.159
C 1.878 -1.894 1.838
C 0.526 -2.253 1.635
C -0.310 -1.456 0.881
C 0.143 -0.269 0.256
C -0.769 0.643 -0.402
C -2.003 0.965 0.070
C -2.901 1.663 -0.845
O -2.626 1.881 -2.025
N -4.124 2.122 -0.314
C -4.947 2.872 -1.251
C -4.670 1.751 0.904
S -6.181 2.217 1.451
N -3.844 0.960 1.688
C -4.358 0.664 3.027
C -2.454 0.779 1.462
O -1.703 0.509 2.401
C 1.531 -0.006 0.341
C 2.367 -0.766 1.137
H 3.389 -3.975 1.271
H 4.215 -4.039 2.855
H 2.590 -4.738 2.680
H 2.280 -1.406 4.378
H 1.935 -3.147 4.625
H 3.619 -2.575 4.586
H 0.140 -3.148 2.125
H -1.359 -1.734 0.760
H -0.432 1.196 -1.340
H -5.817 3.225 -0.690
H -4.369 3.711 -1.649
H -5.264 2.224 -2.076
H -3.648 0.037 3.561
H -4.527 1.605 3.569
H -5.329 0.170 2.912
H 1.903 0.864 -0.196
H 3.419 -0.508 1.259
```

Results
Calculated total energy = -48179.88814 eV
Spin multiplicity = 1
Net charge = -1

=====

[2]
This record from OMol25 describes one molecule with the formula C12H16N2O at a distorted geometry. The level of theory is ωB97M-V with the def2-TZVPD basis set.

Geometry as XYZ:
```
31
C12H16N2O (ωB97M-V with the def2-TZVPD basis set)
C 2.862 2.121 -2.966
C 2.192 1.683 -1.976
C 1.688 1.021 -0.959
C 0.802 -0.083 -1.249
C 0.089 -0.703 -0.248
C 0.079 -0.240 1.216
C 0.880 -1.104 2.170
C -0.762 0.715 1.529
C -1.025 1.310 2.874
C -1.664 1.388 0.557
N -0.606 -1.818 -0.759
C -1.818 -2.456 -0.206
N -0.374 -1.752 -2.126
C 0.591 -0.829 -2.429
O 1.079 -0.701 -3.531
H 2.575 3.064 -3.675
H 3.830 1.878 -3.247
H 1.686 1.511 0.012
H 1.788 -1.425 1.521
H 0.223 -2.009 2.511
H 1.135 -0.502 3.008
H -2.034 1.178 3.110
H -0.780 2.342 2.937
H -0.238 0.947 3.568
H -1.499 1.001 -0.538
H -1.257 2.412 0.599
H -2.722 1.342 0.957
H -1.797 -3.471 -0.255
H -1.871 -2.071 0.917
H -2.654 -2.094 -0.757
H -0.401 -2.653 -2.565
```

Results
Calculated total energy = -17726.77689 eV
Spin multiplicity = 1
ΔE to the lowest compared entry with this formula, charge and spin = 5.348 eV

=====

[3]
This record from OMol25 describes one molecule with the formula C2H10N4O. The level of theory is ωB97M-V with the def2-TZVPD basis set.

Geometry as XYZ:
```
17
C2H10N4O (ωB97M-V with the def2-TZVPD basis set)
C -1.819 -0.643 -0.607
N -1.122 0.509 -0.055
C 0.284 0.291 0.241
N 0.857 1.485 0.851
N 0.397 -0.834 1.132
N 0.986 -0.036 -1.006
O 2.179 -0.792 -0.798
H -1.411 -0.964 -1.570
H -2.868 -0.376 -0.727
H -1.734 -1.464 0.099
H -1.199 1.287 -0.705
H 0.790 2.285 0.231
H 0.359 1.712 1.704
H 1.348 -0.870 1.482
H -0.234 -0.702 1.913
H 1.312 0.820 -1.448
H 1.873 -1.707 -0.736
```

Results
Calculated total energy = -10242.53936 eV
Spin multiplicity = 1
ΔE to the lowest compared entry with this formula, charge and spin = 2.587 eV

=====

[4]
This record from OMol25 describes a 2-piece molecular cluster, C9H13NO2S overall at a distorted geometry. The level of theory is ωB97M-V with the def2-TZVPD basis set.

Geometry as XYZ:
```
26
C9H13NO2S (ωB97M-V with the def2-TZVPD basis set)
C 3.417 -0.878 0.268
C 2.386 -1.218 1.152
C 3.289 0.121 -0.663
C 1.148 -0.517 1.132
C 2.055 0.765 -0.767
C 1.056 0.456 0.124
C -3.360 -0.221 1.094
C -1.580 -1.357 -1.753
C -2.915 -0.451 -0.141
N -0.352 2.360 1.244
O -0.449 2.166 -1.334
O -1.771 -1.096 -0.307
S -0.508 1.292 -0.114
H 4.269 -1.475 0.428
H 2.563 -1.970 1.974
H 4.098 0.434 -1.426
H 0.268 -0.836 1.669
H 1.758 1.477 -1.547
H -4.253 0.306 1.507
H -2.765 -0.691 1.859
H -1.117 2.669 1.884
H -0.801 -2.229 -1.794
H -1.062 -0.452 -2.083
H -2.474 -1.733 -2.272
H -3.272 -0.066 -1.148
H 0.370 3.145 1.012
```

Results
Calculated total energy = -25960.64129 eV
Spin multiplicity = 1
ΔE to the lowest compared entry with this formula, charge and spin = 4.059 eV

=====

[5]
This record from OMol25 describes a 3-piece molecular cluster, C26H54F3N2O18P3 overall at a distorted geometry. The level of theory is ωB97M-V with the def2-TZVPD basis set.

Geometry as XYZ:
```
106
C26H54F3N2O18P3 (ωB97M-V with the def2-TZVPD basis set)
C -0.257 -2.211 1.861
C 1.332 -1.934 2.301
C 1.907 -0.897 1.117
O 2.784 -1.448 0.160
C 2.629 -1.391 -1.233
C 4.182 -1.147 -1.839
O 4.525 -2.096 -2.912
O 5.839 -2.188 -2.963
O 2.309 -2.702 -1.793
C 2.530 -3.873 -1.017
C 4.066 -4.251 -0.568
F 1.537 -4.145 0.091
P 2.099 -5.328 -2.255
N 2.425 -6.742 -1.470
C 1.646 -0.310 -1.971
C 0.064 -0.868 -1.915
O -0.884 0.101 -2.562
C -2.255 -0.220 -2.056
C -2.956 -1.718 -2.283
O -2.996 0.715 -1.430
O 1.520 1.014 -1.395
C 2.664 1.666 -0.842
C 2.117 2.924 0.115
C 3.075 3.145 1.427
C 2.248 3.314 2.852
C 3.386 3.045 4.048
C 3.513 1.469 4.481
O 2.302 0.905 5.110
C 2.633 -0.366 5.831
N 2.083 -0.162 -3.398
C 1.956 1.199 -4.004
O 0.864 1.933 -4.209
F 3.241 1.816 -4.510
C 1.501 -1.102 -4.398
O 0.366 -0.908 -5.126
F 2.206 -2.391 -4.758
H -0.347 -2.529 0.714
H -0.706 -3.106 2.477
H -0.909 -1.215 1.946
H 1.264 -1.318 3.311
H 1.961 -2.917 2.385
H 0.969 -0.287 0.782
H 2.541 -0.110 1.763
H 4.387 -0.047 -2.154
H 4.950 -1.380 -0.953
H 6.041 -2.611 -3.867
H 4.619 -3.344 -0.039
H 4.132 -5.176 0.146
H 4.718 -4.516 -1.533
H 2.892 -5.218 -3.492
H 0.681 -5.265 -2.507
H 3.152 -7.217 -2.083
H -0.086 -1.939 -2.339
H -0.344 -0.927 -0.794
H -2.227 -2.477 -2.796
H -3.312 -2.211 -1.278
H -3.898 -1.627 -3.004
H 3.401 1.061 -0.175
H 3.283 2.206 -1.708
H 1.029 2.605 0.464
H 2.019 3.936 -0.486
H 3.843 2.258 1.611
H 3.757 4.101 1.217
H 1.853 4.426 2.911
H 1.401 2.522 3.010
H 3.218 3.724 4.993
H 4.421 3.367 3.571
H 3.836 0.747 3.589
H 4.382 1.362 5.287
H 3.487 -0.205 6.623
H 2.998 -1.204 5.100
H 1.693 -0.794 6.398
C -2.357 1.628 4.690
O -2.398 1.929 6.069
P -2.083 3.445 6.516
O -2.923 4.485 5.837
O -0.501 3.619 6.279
C 0.374 2.540 6.523
O -2.231 3.392 8.118
C -3.356 4.053 8.674
H -3.269 1.090 4.423
H -2.282 2.529 4.077
H -1.496 0.985 4.490
H 0.598 2.054 5.566
H -0.052 1.809 7.212
H 1.307 2.924 6.941
H -3.572 3.630 9.657
H -4.243 3.933 8.042
H -3.125 5.115 8.787
C -7.514 -1.551 -7.724
O -6.604 -0.493 -7.503
P -6.164 -0.186 -5.985
O -5.617 -1.367 -5.240
O -7.466 0.472 -5.308
C -8.301 1.324 -6.062
O -5.143 1.049 -6.143
C -3.773 0.777 -5.895
H -7.118 -2.193 -8.513
H -7.671 -2.148 -6.822
H -8.470 -1.137 -8.052
H -9.160 0.741 -6.414
H -7.783 1.763 -6.915
H -8.670 2.125 -5.417
H -3.161 1.525 -6.402
H -3.489 -0.214 -6.267
H -3.588 0.834 -4.819
```

Results
Calculated total energy = -103676.55840 eV
Spin multiplicity = 1

=====

[6]
This record from OMol25 describes one molecule with the formula C18H19FN2O3S. The level of theory is ωB97M-V with the def2-TZVPD basis set.

Geometry as XYZ:
```
44
C18H19FN2O3S (ωB97M-V with the def2-TZVPD basis set)
O -0.356 -1.876 -1.343
C -0.437 -1.882 -0.128
N -1.057 -0.907 0.586
C -1.513 0.351 0.170
C -2.599 0.901 0.851
C -3.083 2.153 0.528
C -2.484 2.886 -0.484
C -1.395 2.362 -1.152
C -0.896 1.103 -0.837
N 0.284 0.685 -1.491
S 1.636 0.801 -0.512
O 2.709 0.121 -1.167
O 1.340 0.446 0.853
C 1.881 2.570 -0.598
C 1.330 3.377 0.379
C 1.444 4.752 0.270
C 2.112 5.274 -0.826
F 2.222 6.610 -0.941
C 2.670 4.472 -1.809
C 2.545 3.098 -1.688
C 0.120 -2.989 0.750
C -0.958 -3.615 1.664
C -0.659 -5.113 1.640
C -0.205 -5.347 0.204
C 0.701 -4.149 -0.078
H -1.150 -1.071 1.578
H -3.059 0.331 1.645
H -3.926 2.556 1.068
H -2.856 3.865 -0.741
H -0.898 2.922 -1.929
H 0.200 -0.270 -1.857
H 0.827 2.917 1.214
H 1.028 5.416 1.011
H 3.184 4.924 -2.642
H 2.960 2.424 -2.419
H 0.905 -2.516 1.348
H -1.951 -3.441 1.242
H -0.935 -3.211 2.676
H 0.156 -5.342 2.329
H -1.525 -5.713 1.917
H -1.069 -5.329 -0.462
H 0.311 -6.297 0.074
H 1.721 -4.362 0.242
H 0.723 -3.888 -1.135
```

Results
Calculated total energy = -41650.35417 eV
Spin multiplicity = 1
ΔE to the lowest compared entry with this formula, charge and spin = 0.009 eV

=====

[7]
This record from OMol25 describes C27H22BF3O2S3 as an isolated structure at a distorted geometry. The level of theory is ωB97M-V with the def2-TZVPD basis set.

Geometry as XYZ:
```
58
C27H22BF3O2S3 (ωB97M-V with the def2-TZVPD basis set)
C -3.800 -0.235 -3.595
C -3.278 -1.449 -3.114
C -2.204 -1.450 -2.231
C -1.787 -0.192 -1.745
C 0.707 0.005 0.603
S 0.612 1.265 -0.568
C 1.482 0.434 -1.939
C 1.258 -1.076 -1.821
S 0.417 -1.493 -0.287
C -2.047 0.987 -2.448
C -3.098 0.958 -3.346
H -4.715 -0.234 -4.178
H -3.708 -2.419 -3.382
H -1.766 -2.364 -1.843
H 1.086 0.888 -2.845
H 2.532 0.703 -1.858
H 0.638 -1.492 -2.625
H 2.208 -1.632 -1.815
H -1.485 1.876 -2.191
H -3.395 1.901 -3.809
C 0.158 1.902 4.762
C 0.507 1.032 3.635
C 0.536 -0.357 3.681
C 1.260 -0.940 2.689
C 1.731 0.006 1.642
B -1.825 -0.046 -0.279
C 3.069 -0.023 0.904
C 3.738 1.137 0.589
C 4.875 1.088 -0.222
C 5.347 -0.127 -0.676
C 6.512 -0.200 -1.639
F 7.340 -1.256 -1.453
F 5.986 -0.320 -2.895
F 7.273 0.928 -1.615
C 4.674 -1.296 -0.324
C 3.554 -1.253 0.492
O -2.229 -1.210 0.465
C -3.342 -0.707 1.027
C -3.355 0.749 0.905
C -4.574 1.433 0.835
C -5.749 0.665 0.858
C -5.708 -0.743 1.042
C -4.515 -1.427 1.191
O -2.160 1.172 0.339
S 1.246 1.707 2.287
H 0.573 1.457 5.673
H 0.611 2.906 4.624
H -0.928 1.997 4.880
H 0.042 -0.840 4.517
H 1.277 -1.987 2.425
H 3.387 2.083 0.996
H 5.368 2.035 -0.441
H 5.020 -2.273 -0.650
H 3.051 -2.158 0.860
H -4.603 2.512 0.724
H -6.710 1.147 0.711
H -6.639 -1.297 1.071
H -4.456 -2.478 1.404
```

Results
Calculated total energy = -73782.40976 eV
Spin multiplicity = 1

=====

[8]
This record from OMol25 describes a 9-piece molecular cluster, C44H86N5O27S overall at a distorted geometry. The level of theory is ωB97M-V with the def2-TZVPD basis set.

Geometry as XYZ:
```
163
C44H86N5O27S (ωB97M-V with the def2-TZVPD basis set)
C 1.380 -3.814 2.977
O 2.845 -3.712 2.883
C 3.192 -2.481 2.153
C 3.871 -2.866 0.681
C 2.837 -2.656 -0.580
C 2.645 -1.035 -0.777
C 1.106 -0.556 -1.085
C -0.037 -1.235 -0.121
C -1.007 -2.140 -1.138
C -2.172 -2.946 -0.248
C -3.557 -2.828 -1.115
C -4.940 -2.924 -0.239
N -4.788 -2.556 1.219
C -4.579 -3.698 2.190
N -4.506 -5.197 1.999
C -3.223 -5.570 1.677
C -1.855 -5.152 2.479
C -3.042 -6.518 0.330
N -4.420 -3.119 3.578
C -4.551 -1.635 3.276
N -4.432 -0.739 4.294
C -4.180 -1.361 5.687
S -4.484 0.992 4.251
N -4.806 -1.288 1.846
C -5.044 -0.043 1.052
C -3.629 0.645 0.482
O -3.966 1.617 -0.611
C -3.912 0.943 -1.929
O -4.968 0.835 -2.774
H 0.978 -3.942 1.873
H 1.093 -4.705 3.686
H 0.961 -2.819 3.432
H 4.074 -1.961 2.767
H 2.329 -1.693 2.073
H 4.403 -3.909 0.714
H 4.736 -2.059 0.530
H 3.402 -3.069 -1.547
H 1.841 -3.266 -0.508
H 3.128 -0.449 0.121
H 3.288 -0.743 -1.738
H 0.770 -0.706 -2.216
H 1.058 0.618 -0.877
H 0.385 -2.003 0.661
H -0.761 -0.473 0.399
H -0.309 -2.864 -1.738
H -1.505 -1.337 -1.867
H -2.187 -2.410 0.794
H -1.776 -4.055 -0.168
H -3.621 -1.845 -1.754
H -3.556 -3.749 -1.873
H -5.741 -2.252 -0.806
H -5.346 -4.031 -0.297
H -1.905 -4.120 3.028
H -1.632 -6.035 3.247
H -0.922 -5.083 1.737
H -1.976 -6.281 -0.094
H -3.843 -6.199 -0.462
H -3.082 -7.656 0.621
H -5.171 -1.902 5.997
H -3.229 -2.067 5.692
H -3.942 -0.513 6.489
H -3.904 1.459 5.456
H -5.682 -0.253 0.064
H -5.659 0.807 1.621
H -2.982 -0.193 -0.046
H -2.999 1.158 1.324
H -2.913 0.446 -2.286
C 1.037 2.014 9.551
O 0.183 2.557 8.546
C 0.062 1.783 7.438
O 0.608 0.707 7.252
O -0.771 2.414 6.573
C -0.992 1.710 5.352
H 1.060 2.714 10.390
H 0.648 1.056 9.912
H 2.057 1.899 9.170
H -1.463 0.741 5.546
H -0.053 1.584 4.804
H -1.673 2.306 4.737
C 7.620 -2.981 7.879
O 7.148 -4.098 7.127
C 6.055 -3.838 6.368
O 5.475 -2.766 6.288
O 5.717 -4.977 5.712
C 4.574 -4.852 4.868
H 8.496 -3.303 8.448
H 7.922 -2.167 7.212
H 6.856 -2.641 8.586
H 4.755 -4.112 4.081
H 3.688 -4.586 5.455
H 4.396 -5.821 4.395
C 5.453 2.318 1.367
O 4.046 2.435 1.161
C 3.664 3.595 0.570
O 4.405 4.500 0.220
O 2.313 3.574 0.437
C 1.766 4.740 -0.175
H 5.645 1.353 1.845
H 5.986 2.340 0.411
H 5.814 3.109 2.031
H 2.151 4.860 -1.192
H 1.979 5.629 0.429
H 0.681 4.615 -0.230
C -3.378 3.046 -4.431
O -1.962 2.957 -4.575
C -1.446 3.769 -5.531
O -2.080 4.533 -6.242
O -0.102 3.584 -5.560
C 0.580 4.380 -6.527
H -3.682 2.355 -3.640
H -3.674 4.058 -4.136
H -3.880 2.750 -5.358
H 0.443 5.445 -6.316
H 0.236 4.137 -7.538
H 1.647 4.151 -6.462
C 5.265 0.021 -9.317
O 4.589 -0.296 -8.102
C 3.355 0.257 -7.989
O 2.811 0.972 -8.816
O 2.831 -0.123 -6.797
C 1.524 0.389 -6.540
H 6.240 -0.473 -9.300
H 4.704 -0.353 -10.180
H 5.428 1.101 -9.398
H 0.814 0.029 -7.292
H 1.538 1.483 -6.510
H 1.204 0.022 -5.561
C 4.802 11.046 2.874
O 5.719 9.954 2.845
C 5.452 9.026 1.892
O 4.526 9.060 1.097
O 6.394 8.053 1.977
C 6.238 7.001 1.027
H 5.111 11.726 3.673
H 4.825 11.595 1.927
H 3.789 10.694 3.094
H 6.318 7.387 0.006
H 5.282 6.487 1.173
H 7.044 6.279 1.185
C 2.218 -1.844 -10.076
O 1.180 -2.797 -10.296
C 1.566 -4.088 -10.137
O 2.686 -4.470 -9.833
O 0.491 -4.881 -10.375
C 0.751 -6.277 -10.243
H 1.798 -0.846 -10.230
H 2.588 -1.906 -9.048
H 3.033 -1.988 -10.792
H 1.062 -6.517 -9.221
H 1.508 -6.599 -10.965
H -0.178 -6.815 -10.455
C -11.639 2.546 3.260
O -11.161 2.386 1.926
C -9.836 2.108 1.837
O -9.063 1.991 2.776
O -9.520 1.983 0.524
C -8.146 1.688 0.277
H -12.710 2.764 3.212
H -11.502 1.623 3.833
H -11.138 3.386 3.752
H -7.869 0.730 0.730
H -7.505 2.493 0.649
H -8.007 1.609 -0.805
```

Results
Calculated total energy = -120569.17765 eV
Spin multiplicity = 1
ΔE to the lowest compared entry with this formula, charge and spin = 13.065 eV
Net charge = +1